Here is a structure of composition C26H25N3O3RuS2 in a non-equilibrium geometry from the OMol25 dataset. Energies are from ωB97M-V with the def2-TZVPD basis set.

## Properties
net charge = +1
highest occupied orbital energy (alpha / beta) = -11.35 / -11.47 eV
Kohn-Sham gap (alpha / beta) = 8.20 / 5.93 eV
maximum force = 1.17 eV/A
expectation value of S² = 8.786
2S+1 = 6

Element x y z (Å)
Ru -1.4003 0.7954 -0.0744
S -3.2670 -0.2369 -1.4647
S 0.0163 0.8174 2.3826
O -0.6555 -0.3566 1.7368
O -0.6613 1.3055 3.5467
O 0.2082 1.8410 1.3212
N -0.4551 -1.2356 -1.1455
N -0.2195 1.2467 -3.1251
N -0.3414 1.8016 -1.9141
C 0.5886 2.7423 -1.8313
C -4.2030 2.6668 -0.8530
C 4.3171 -0.3352 3.3712
C 5.7478 -0.7102 3.5951
C -4.7980 1.7986 0.0497
C 3.9687 0.9659 3.0142
C 3.3091 -1.2875 3.5011
C -1.3120 -2.1679 -1.6187
C -1.7962 -4.4064 -2.5007
C -4.1864 1.5271 1.2703
C -2.9811 3.2634 -0.5500
C -2.3862 3.0383 0.6985
C -2.6745 -1.8232 -1.8374
C 1.3155 -2.8156 -1.2595
C 0.8202 -1.5228 -0.9792
C 1.9861 -0.9739 3.2267
C 0.4788 -3.7794 -1.7464
C 1.6771 0.3109 2.8291
C -3.1033 -4.0427 -2.7139
C -2.9896 2.1581 1.6103
C 0.7661 1.8286 -3.8305
C 1.7769 -0.4532 -0.5672
C -3.5385 -2.7613 -2.3844
C -0.8821 -3.4800 -1.9601
C 2.6502 1.2877 2.7443
C 1.3165 2.8018 -3.0232
H -3.7971 -4.7470 -3.1434
H 6.0657 -0.4206 4.5963
H 2.3836 -0.7911 0.2691
H -5.7377 1.3271 -0.1920
H -4.6657 0.8680 1.9788
H -1.5302 3.6268 1.0108
H -4.5652 -2.4815 -2.5518
H -2.5740 2.0433 2.6045
H 1.2101 -1.7184 3.3137
H 2.3601 2.2831 2.4541
H 0.6919 3.3289 -0.9351
H 1.2528 0.4637 -0.2829
H -1.4518 -5.3996 -2.7446
H 6.3991 -0.2044 2.8855
H 2.3628 -3.0224 -1.1029
H 2.1232 3.4649 -3.2557
H 3.5576 -2.2920 3.8101
H 4.7274 1.7283 2.9303
H -0.8592 0.5201 -3.4201
H -2.5369 3.9715 -1.2380
H -4.6947 2.8975 -1.7859
H 0.8442 -4.7660 -1.9889
H 2.4500 -0.2387 -1.3973
H 1.0080 1.5327 -4.8314
H 5.8814 -1.7843 3.4956


Here is an isolated molecule of C26H25N3O4S from the OMol25 dataset. Energies are from ωB97M-V with the def2-TZVPD basis set.

## Properties
net charge = 0
highest occupied orbital energy = -8.17 eV
Kohn-Sham gap = 8.74 eV
maximum force = 0.87 eV/A
ΔE to the lowest compared entry with this formula, charge and spin = 0.0 kcal/mol

Element x y z (Å)
S 1.5550 2.5516 -0.1967
O -0.1166 0.0205 -1.5445
O -1.2582 3.2963 1.3965
O -1.4798 -1.6623 -0.9673
O 2.9137 -1.8760 1.4418
N 2.2349 0.2098 0.8511
N 0.0212 0.9251 1.1278
N -4.4082 1.0662 -0.2986
C -1.5750 -0.4228 2.3012
C -1.9008 -1.6207 2.8924
C 5.5850 1.7518 0.7635
C -3.6272 2.0521 0.2296
C 6.0737 1.2613 -0.4348
C 4.3152 1.3967 1.1786
C 1.2198 1.0954 0.6905
C -0.4584 -2.6050 -1.2848
C 5.2958 0.4236 -1.2135
C 0.6579 -1.2659 1.8870
C 4.0167 0.0530 -0.8199
C -4.2620 -1.1042 -1.4813
C -1.1841 2.5913 0.4094
C -0.2941 -0.2369 1.7697
C -0.1602 2.8800 -0.6900
C -0.3479 -2.8480 -2.7834
C 0.3029 -2.4763 2.4853
C -3.6440 0.0922 -0.8542
C -0.9698 -2.6558 2.9756
C 3.5446 0.5554 0.3912
C -2.3218 0.4746 -0.7241
C 2.0177 -1.0595 1.3980
C -4.2287 3.2257 0.9112
C -2.3117 1.7346 -0.0320
C 3.1733 -0.8549 -1.6556
C -1.1876 -0.3606 -1.1254
H -0.7484 -3.5155 -0.7563
H 3.0960 -1.8287 -1.1704
H -2.2801 0.3894 2.2404
H 7.0655 1.5325 -0.7647
H -4.8772 2.9028 1.7253
H 0.4110 -3.6015 -2.9727
H 2.1686 -0.4505 -1.7728
H 5.6847 0.0467 -2.1483
H -3.4378 3.8447 1.3229
H -0.2018 3.9445 -0.9229
H 1.0538 -3.2492 2.5541
H -0.3476 2.2844 -1.5807
H -4.8240 3.8164 0.2137
H -1.2992 -3.1936 -3.1817
H 3.9144 1.7653 2.1112
H -0.0641 -1.9285 -3.2893
H 0.4972 -2.2448 -0.8899
H -4.3383 -1.9150 -0.7567
H -5.2602 -0.8690 -1.8474
H -2.8913 -1.7627 3.2998
H 3.6153 -0.9932 -2.6388
H 6.1881 2.4054 1.3746
H -3.6536 -1.4577 -2.3085
H -1.2464 -3.5921 3.4365
H -5.4158 1.0612 -0.2717


Here is a structure of composition C26H25N7O2PdS from the OMol25 dataset. Energies are from ωB97M-V with the def2-TZVPD basis set.

## Properties
net charge = +4
highest occupied orbital energy = -18.81 eV
Kohn-Sham gap = 4.41 eV
maximum force = 0.15 eV/A
ΔE to the lowest compared entry with this formula, charge and spin = 0.0 kcal/mol

Element x y z (Å)
Pd 0.4737 0.5200 0.4328
S 0.7330 0.8071 2.7119
O -6.7595 -3.5596 0.5053
O -5.0307 -4.6995 -0.2650
N 0.8418 -1.5542 0.5326
N -1.6319 0.6067 0.5274
N 3.1512 0.6370 1.5183
N 2.4617 0.6542 0.3249
N 0.2346 2.5554 0.3866
N 3.1296 0.7747 3.8120
N 0.7240 0.5705 -1.6348
C -5.4829 -3.6841 0.1695
C -2.2518 -1.7662 0.2818
C 0.1239 0.5902 -3.9322
C 0.7500 -2.2448 1.6876
C -4.9382 -1.1619 0.5061
C -3.1973 -2.7698 0.2009
C -2.0035 1.8352 0.6251
C 1.1828 3.4865 0.2770
C 0.8742 4.8390 0.3215
C -0.4426 5.2325 0.4977
C 4.4727 0.7777 -1.1009
C 1.3341 -3.5967 -0.6062
C 3.0110 0.7031 -0.8454
C 1.2457 -4.3079 0.5841
C -2.6360 -0.4445 0.4747
C 2.4726 0.7360 2.6820
C -4.5509 -2.4860 0.3213
C 1.4521 0.6964 -4.2910
C 0.9479 -3.6098 1.7455
C 1.1281 -2.2338 -0.5990
C 2.0431 0.6804 -1.9683
C -4.0009 -0.1457 0.5751
C -1.0556 2.9237 0.5568
C -0.2083 0.5286 -2.5788
C -1.4268 4.2541 0.6163
C 2.4297 0.7421 -3.2905
H 4.6830 1.6211 -1.7630
H -6.9956 -2.7207 0.9172
H -1.2215 -2.0344 0.1673
H 1.6697 5.5661 0.2249
H 4.1426 0.8016 3.8698
H 3.4741 0.8229 -3.5608
H -0.7041 6.2826 0.5430
H 4.1569 0.5065 1.4895
H 0.8495 -4.1128 2.6983
H -2.9100 -3.7987 0.0280
H 0.4689 -1.7045 2.5761
H -1.2372 0.4281 -2.2550
H -3.0522 2.0886 0.7184
H 1.5493 -4.0911 -1.5441
H -5.9822 -0.8824 0.5756
H 2.6381 0.8106 4.6991
H -4.3917 0.8528 0.7029
H -2.4681 4.5188 0.7509
H 1.1655 -1.6827 -1.5238
H 2.2056 3.1587 0.1586
H -0.6615 0.5494 -4.6758
H 4.8000 -0.1304 -1.6164
H 1.7416 0.7402 -5.3338
H 1.3928 -5.3807 0.6023
H 5.0858 0.9034 -0.2120


Here is a cluster of 2 separate species, C26H25NO2 in total in a non-equilibrium geometry from the OMol25 dataset. Energies are from ωB97M-V with the def2-TZVPD basis set.

## Properties
net charge = 0
highest occupied orbital energy = -5.01 eV
Kohn-Sham gap = 5.38 eV
maximum force = 5.18 eV/A
ΔE to the lowest compared entry with this formula, charge and spin = 74.4 kcal/mol

Element x y z (Å)
O -0.4196 -1.4672 -3.2306
O 0.7866 -1.8194 -1.2077
N -1.7940 0.7663 0.1281
C 0.4478 2.4785 1.8856
C 0.1927 -1.6490 -2.2103
C 1.1198 1.4448 2.5433
C 3.0324 -0.7776 1.9659
C -5.4656 0.4282 2.5519
C -1.7470 0.4822 1.6159
C 2.5086 -3.2386 3.1715
C 1.7611 -1.0152 2.5112
C -4.7198 -1.8585 2.3515
C 0.7863 3.8167 2.0205
C -1.1246 2.0406 -1.8144
C -5.7564 -0.9395 2.4855
C -4.1472 0.8660 2.4169
C 4.0331 -1.7687 2.0124
C -3.1537 -0.0643 2.0678
C 1.8854 4.1580 2.8173
C 2.6036 3.1518 3.4658
C 0.6899 0.0160 2.3670
C 3.7752 -2.9983 2.6217
C -3.0797 1.1652 -0.6609
C -2.6627 2.1327 -1.7514
C -3.4051 -1.4290 2.2018
C 1.5139 -2.2642 3.1038
C -0.7626 1.2708 -0.6670
C 2.2184 1.8045 3.3385
C -0.5532 -0.3779 2.0621
H -1.7036 1.5222 1.9550
H -1.7743 -0.1949 -0.2031
H -2.9754 3.1390 -1.5078
H 5.0156 -1.5585 1.5526
H 3.4891 3.4005 4.0742
H -0.7095 3.0615 -1.7176
H -3.2947 0.1878 -1.1247
H -0.7784 -1.4469 2.1776
H 2.8011 1.0327 3.8673
H -6.7936 -1.2816 2.5635
H -6.2576 1.1612 2.6888
H 2.3001 -4.1989 3.6442
H -4.9256 -2.9298 2.3367
H -0.7723 1.6678 -2.7975
H -0.3384 2.2400 1.1760
H 3.2560 0.1767 1.4854
H -3.0986 1.8634 -2.7159
H 4.5580 -3.7547 2.6669
H 2.1752 5.2014 2.9223
H 0.5284 -2.4585 3.5440
H -2.5930 -2.1686 2.1994
H -3.9296 1.5048 -0.0409
H -3.9023 1.9202 2.5862
H 0.2714 0.9115 -0.4590
H 0.2090 4.5651 1.4850